[1]
Computed, not measured: a structure of composition C18H17Br2KNOPSe4 in a non-equilibrium geometry, with wB97M-V/def2-TZVPD.

Structure (XYZ):
```
45
Properties=species:S:1:pos:R:3
K 0.4527 1.5239 0.8716
C -0.1358 -1.2369 3.2972
C 1.0355 -1.5758 2.4458
C 1.9421 -2.5839 2.8352
C 3.0964 -2.7516 2.1261
C 3.3671 -1.9127 1.0281
C 4.5683 -1.9174 0.3044
Br 5.9883 -3.1062 0.8085
C 4.7855 -1.0610 -0.7446
C 3.7762 -0.1927 -1.1111
Br 4.0784 1.0074 -2.5582
C 2.5302 -0.0774 -0.4667
O 1.6623 0.7641 -0.8081
C 2.3576 -0.9808 0.6608
N 1.2341 -0.8516 1.3703
H -0.3482 -2.0272 4.0152
H -1.0165 -1.0097 2.7036
H 0.1162 -0.3207 3.8388
H 1.7341 -3.2036 3.6982
H 3.8214 -3.5052 2.4126
H 5.7317 -1.0585 -1.2699
Se 1.1398 2.2350 4.1159
Se -0.7395 3.5522 4.1680
Se -1.5860 3.7212 2.0297
Se -3.5430 2.5429 1.8746
C -1.4816 -1.6484 -2.2381
P -1.1858 -0.3835 -0.9051
C -2.5610 -0.8336 0.2239
C -1.9412 1.0280 -1.7908
C -1.0936 2.0519 -2.1977
C -1.5900 3.1447 -2.8878
C -2.9403 3.2197 -3.1876
C -3.7876 2.1992 -2.7892
C -3.2951 1.1129 -2.0931
H -2.5117 -1.6048 -2.5933
H -1.2676 -2.6379 -1.8342
H -0.8049 -1.4540 -3.0695
H -3.4473 -1.1779 -0.3063
H -2.8142 0.0467 0.8175
H -2.2114 -1.6236 0.8873
H -0.0378 1.9779 -1.9757
H -0.9210 3.9406 -3.1922
H -3.3360 4.0749 -3.7227
H -4.8435 2.2542 -3.0167
H -3.9770 0.3388 -1.7747
```

Values from the calculation:
* total charge: -2
* lowest unoccupied orbital energy: 3.812 eV
* orbital gap: 4.3 eV
* ΔE to the lowest compared entry with this formula, charge and spin: 123.4 kJ/mol

---

[2]
Computed, not measured: the molecule C18H17BrN4O3 in a non-equilibrium geometry, with wB97M-V/def2-TZVPD.

Structure (XYZ):
```
43
Properties=species:S:1:pos:R:3
C 1.0429 -7.9144 -0.8280
O 0.7990 -6.7043 -1.5109
C 0.8007 -5.5059 -0.8766
C 0.5435 -4.4232 -1.7182
C 0.5038 -3.1287 -1.2518
C 0.7275 -2.8753 0.0991
C 0.6864 -1.5234 0.6055
N 0.9125 -1.2814 1.8373
N 0.8773 -0.0350 2.3596
C 0.3893 1.1697 1.9143
O 0.8491 2.2002 2.3840
C -0.7316 1.1765 0.9770
C -1.8648 0.3652 0.8400
C -2.2076 -0.8866 1.5575
N -2.7096 0.8853 -0.0621
C -2.1655 2.0101 -0.4961
C -2.6277 2.9299 -1.4450
C -1.8802 4.0421 -1.7160
C -0.6640 4.2395 -1.0322
Br 0.3685 5.7891 -1.3975
C -0.2070 3.3451 -0.1081
N -0.9501 2.2462 0.1432
C 0.9830 -3.9517 0.9529
C 1.0252 -5.2564 0.4962
O 1.2739 -6.3253 1.3190
C 1.5014 -6.0833 2.6858
H 0.2924 -8.1023 -0.0581
H 2.0363 -7.9303 -0.3761
H 0.9794 -8.6870 -1.5943
H 0.3741 -4.6430 -2.7603
H 0.3001 -2.3155 -1.9318
H 0.4559 -0.7455 -0.1266
H 1.4711 0.0481 3.1792
H -1.8490 -1.7530 1.0002
H -3.2890 -0.9586 1.6364
H -1.7585 -0.9062 2.5472
H -3.5661 2.7351 -1.9353
H -2.2064 4.7725 -2.4387
H 0.7050 3.4739 0.4547
H 1.1484 -3.7196 1.9909
H 2.3823 -5.4532 2.8423
H 0.6321 -5.6209 3.1634
H 1.6761 -7.0639 3.1265
```

Values from the calculation:
* total charge: 0
* structure (SMILES): COc1ccc(/C=N/NC(=O)c2c(C)nc3ccc(Br)cn23)cc1OC
* lowest unoccupied orbital energy: 0.104 eV
* orbital gap: 8.0 eV
* ΔE to the lowest compared entry with this formula, charge and spin: 41.5 kJ/mol

---

[3]
Computed, not measured: a structure of composition C18H17BrN6O9Tc in a non-equilibrium geometry, with wB97M-V/def2-TZVPD.

Structure (XYZ):
```
52
Properties=species:S:1:pos:R:3
Tc -0.3529 -0.2276 -0.1853
O 2.9039 -0.1769 5.4307
C 2.8564 0.2283 4.1700
O 3.8100 0.5911 3.5560
C 1.5091 0.2548 3.4840
C 0.3382 0.9116 3.8408
N -0.4980 0.8624 2.7927
N 0.0631 0.2012 1.7776
C 1.2790 -0.1853 2.1814
C 2.0249 -1.0747 1.2236
O 3.0767 -1.5775 1.4503
O 1.3134 -1.2512 0.1007
H 2.0747 -0.5019 5.7956
H 0.0688 1.4206 4.7534
H -1.4164 1.2750 2.7061
C 3.1658 1.2116 -0.9861
C 1.9127 2.0015 -0.9491
N 0.6819 1.5529 -0.6916
C -0.1756 2.6379 -0.7346
C 0.5417 3.7541 -1.0297
N 1.8360 3.3229 -1.1559
C 0.2248 5.2130 -1.2096
O -1.0198 5.5777 -1.0619
O 1.1406 5.9409 -1.4713
C -1.6100 2.3803 -0.4672
O -2.4385 3.2560 -0.4354
O -1.8379 1.0969 -0.2666
H 2.9511 0.1678 -1.1958
H 3.6951 1.2652 -0.0311
H 3.8372 1.6016 -1.7501
H 2.5995 3.9517 -1.3822
H -1.6454 4.8552 -0.8491
C -0.6648 -2.1391 -4.1584
C -0.0204 -1.8112 -2.8518
N 1.0341 -2.5051 -2.4821
O -0.5036 -0.8735 -2.1420
H -1.0023 -3.1764 -4.1544
H 0.0537 -2.0260 -4.9711
H -1.5110 -1.4842 -4.3404
H 1.4052 -3.2405 -3.0629
H 1.4704 -2.3476 -1.5807
Br -0.3710 -3.2649 2.0708
C -1.8178 -2.8765 0.9277
C -2.8548 -3.7932 0.9303
C -3.9703 -3.5585 0.1466
C -4.0115 -2.4013 -0.6181
C -2.9385 -1.5450 -0.5845
N -1.8291 -1.7621 0.1662
H -2.7730 -4.6725 1.5519
H -4.7892 -4.2653 0.1419
H -4.8691 -2.1557 -1.2276
H -2.9471 -0.6386 -1.1717
```

Values from the calculation:
* total charge: +2
* spin multiplicity: 4
* lowest unoccupied orbital energy (spin up / spin down): -6.674 / -8.810 eV
* orbital gap (spin up / spin down): 9.2 / 7.0 eV

---

[4]
Computed, not measured: a structure of composition C18H17Cl2NNiO6S, with wB97M-V/def2-TZVPD.

Structure (XYZ):
```
46
Properties=species:S:1:pos:R:3
Ni 0.0669 0.0222 -0.0183
C 4.4255 -5.2252 -2.6490
C 4.1007 -4.1223 -1.6779
C 3.8890 -2.8189 -2.1117
C 3.5371 -1.8162 -1.2174
C 3.3989 -2.1075 0.1288
C 3.6162 -3.4027 0.5764
C 3.9644 -4.3986 -0.3210
S 2.9140 -0.8199 1.2867
O 4.1715 -0.2707 1.7766
O 2.1184 -1.5524 2.2614
N 2.0860 0.1919 0.4457
C 2.5989 1.5371 0.2288
C 1.4642 2.5176 -0.1269
O 1.7980 3.6929 -0.3386
O 0.2962 2.0352 -0.2138
H 4.2615 -4.9026 -3.6781
H 3.8022 -6.1028 -2.4639
H 5.4693 -5.5390 -2.5597
H 3.9645 -2.5920 -3.1704
H 3.3203 -0.8119 -1.5588
H 3.4652 -3.6206 1.6248
H 4.0872 -5.4182 0.0297
H 3.3189 1.5750 -0.6004
H 3.1161 1.9347 1.1037
Cl -5.3694 0.1347 -1.5093
C -4.2873 0.2049 -0.0671
C -2.9235 -0.4784 -0.3239
O -2.9354 -1.6696 -0.6408
O -1.9475 0.2963 -0.1316
H -4.8170 -0.3247 0.7217
H -4.1561 1.2534 0.1760
Cl 1.0286 -7.8926 -0.3707
C 0.7050 -6.1689 -0.3157
C 0.4843 -5.5519 0.9103
C 0.2604 -4.1936 0.9548
C 0.2516 -3.4062 -0.2239
C 0.0807 -2.0190 -0.1759
C 0.4652 -4.0819 -1.4508
C 0.6892 -5.4403 -1.4977
H 0.5104 -6.1387 1.8197
H 0.1271 -3.6957 1.9067
H -0.1015 -1.5510 0.8100
H 0.1786 -1.4413 -1.1104
H 0.4605 -3.5056 -2.3672
H 0.8648 -5.9407 -2.4417
```

Values from the calculation:
* total charge: -2
* spin multiplicity: 3
* lowest unoccupied orbital energy (spin up / spin down): 4.055 / 4.048 eV
* orbital gap (spin up / spin down): 5.8 / 5.9 eV

---

Which total energy belongs to each record? In order, -449567.717, -101085.848, -118540.384, -109641.650 eV.